# 1
{"formula": "C4H5ClN4", "method": "ωB97M-V with the def2-TZVPD basis set", "symbols": ["C", "C", "C", "C", "N", "N", "N", "N", "Cl", "H", "H", "H", "H", "H"], "positions_angstrom": [[-1.623, 2.060, 0.048], [-1.606, -0.941, -1.431], [-1.465, 0.552, 0.267], [1.124, 0.813, -0.257], [-1.789, 3.170, -0.172], [-0.353, -0.715, -1.281], [-2.394, -0.174, -0.554], [-0.127, 0.074, -0.234], [-3.676, -0.840, 0.450], [-2.010, -1.527, -2.263], [-1.581, 0.354, 1.276], [1.895, 0.008, -0.151], [1.325, 1.160, -1.300], [1.229, 1.453, 0.556]], "lowdin_charge": [-0.135, -0.202, -0.321, -0.047, 0.154, 0.070, -0.442, -0.193, 0.648, 0.124, 0.090, 0.094, 0.098, 0.062], "max_force_ev_per_a": 3.84, "e_homo_ev": -8.446, "orbital_gap_ev": 8.4, "mol_weight_da": 144.565, "smiles": "CN1N=CN(Cl)[C@@H]1C#N"}

=====

# 2
{"formula": "C4H5ClO", "method": "ωB97M-V with the def2-TZVPD basis set", "symbols": ["C", "C", "C", "C", "H", "H", "H", "H", "H", "O", "Cl"], "positions_angstrom": [[1.548, 0.894, 0.016], [0.466, -0.132, -0.056], [-0.838, 0.130, -0.128], [-1.891, -0.892, -0.010], [1.472, 1.462, -0.915], [1.420, 1.406, 0.998], [2.442, 0.358, 0.088], [-1.049, 1.197, -0.053], [-1.592, -1.999, 0.077], [-3.074, -0.589, 0.011], [1.096, -1.834, -0.028]], "lowdin_charge": [-0.104, -0.629, -0.107, -0.278, 0.099, 0.109, 0.029, 0.130, 0.115, 0.023, 0.613], "max_force_ev_per_a": 1.70, "e_homo_ev": -9.975, "orbital_gap_ev": 10.0, "mol_weight_da": 104.536, "smiles": "C/C(Cl)=C/C=O"}

=====

# 3
{"formula": "C4H5ClO", "method": "ωB97M-V with the def2-TZVPD basis set", "symbols": ["C", "C", "C", "C", "H", "H", "H", "H", "H", "O", "Cl"], "positions_angstrom": [[1.717, -0.652, -0.527], [1.136, 0.684, -0.642], [-0.199, 1.074, 0.026], [-1.176, 0.392, 0.794], [1.999, -0.764, 0.581], [0.586, -1.152, -0.615], [2.565, -0.577, -1.329], [-0.381, 2.075, -0.105], [-2.200, 0.887, 1.132], [1.554, 1.740, -1.102], [-1.404, -1.375, 0.662]], "lowdin_charge": [-0.035, -0.502, -0.095, -0.464, 0.122, 0.082, 0.130, 0.063, 0.101, 0.049, 0.548], "max_force_ev_per_a": 6.10, "e_homo_ev": -9.810, "orbital_gap_ev": 9.7, "mol_weight_da": 104.536, "smiles": "CC(=O)/C=C\\Cl"}

=====

# 4
{"formula": "C4H5ClOSi", "method": "ωB97M-V with the def2-TZVPD basis set", "symbols": ["C", "C", "C", "C", "O", "Si", "Cl", "H", "H", "H", "H", "H"], "positions_angstrom": [[-0.514, 0.167, 0.258], [-0.244, 0.245, -1.055], [-0.710, 0.168, 1.461], [-0.974, -0.071, 2.826], [0.969, -0.783, -3.922], [1.595, -0.331, -2.654], [-1.388, 0.749, -2.192], [-1.236, 0.967, 3.374], [-0.123, -0.547, 3.305], [-1.790, -0.712, 2.993], [2.243, 1.106, -2.973], [2.172, -0.957, -1.420]], "lowdin_charge": [-0.126, -0.585, -0.021, -0.080, -0.480, 0.363, 0.719, 0.158, 0.087, 0.072, -0.031, -0.076], "max_force_ev_per_a": 4.32, "e_homo_ev": -9.062, "orbital_gap_ev": 6.8, "mol_weight_da": 132.622}

=====

# 5
{"formula": "C4H5ClS", "method": "ωB97M-V with the def2-TZVPD basis set", "symbols": ["C", "C", "C", "C", "S", "Cl", "H", "H", "H", "H", "H"], "positions_angstrom": [[0.179, 0.163, 1.152], [0.366, -0.724, 0.015], [0.018, 0.731, -0.222], [1.307, 0.343, -0.758], [1.359, 0.162, -2.535], [2.840, 0.999, 0.002], [-0.729, 0.216, 1.691], [1.044, 0.389, 1.742], [0.127, -1.672, -0.360], [-0.777, 1.050, -0.677], [0.031, -0.048, -2.564]], "lowdin_charge": [-0.119, -0.131, -0.236, -1.059, 0.747, 0.562, 0.099, 0.068, 0.112, 0.073, -0.114], "max_force_ev_per_a": 5.57, "e_homo_ev": -9.155, "orbital_gap_ev": 9.8, "mol_weight_da": 120.604, "smiles": "S[C@@]1(Cl)[C@@H]2C[C@@H]21"}

=====

# 6
{"formula": "C4H5ClS", "method": "ωB97M-V with the def2-TZVPD basis set", "symbols": ["C", "C", "C", "C", "H", "H", "H", "H", "H", "S", "Cl"], "positions_angstrom": [[-0.092, -1.454, 0.863], [-0.404, -0.081, 0.441], [0.219, 0.355, -0.684], [0.083, 1.713, -1.228], [0.269, -2.127, 0.064], [-0.958, -1.895, 1.319], [-0.917, 0.621, 1.113], [0.642, -0.454, -1.309], [0.431, 1.911, -2.267], [-0.496, 2.940, -0.353], [1.224, -1.528, 2.040]], "lowdin_charge": [-0.629, -0.188, -0.196, -0.653, 0.076, 0.064, 0.097, 0.111, 0.057, 0.695, 0.566], "max_force_ev_per_a": 2.35, "e_homo_ev": -8.913, "orbital_gap_ev": 7.8, "mol_weight_da": 120.604, "smiles": "S=C/C=C/CCl"}